ORCA calculation (ωB97M-V with the def2-TZVPD basis set) on a 3-piece molecular cluster, C23H59N10O4P2 overall in a non-equilibrium geometry.

```
! wB97M-V def2-TZVPD RIJCOSX def2/J DEFGRID3
* xyz 1 1
C -3.083 -4.965 -2.108
C -3.707 -3.619 -2.750
O -4.306 -3.789 -3.847
N -3.616 -2.320 -2.097
C -2.296 -2.066 -1.447
C -4.782 -2.003 -1.232
C -5.768 -1.076 -2.092
N -6.830 -1.820 -2.844
C -7.635 -2.568 -1.787
C -8.991 -3.140 -2.406
C -8.965 -4.691 -2.748
O -8.162 -5.055 -3.653
N -9.825 -5.686 -2.131
C -9.151 -7.035 -2.240
C -10.009 -5.467 -0.664
C -6.647 -3.667 -1.197
N -5.423 -3.144 -0.543
H -3.843 -5.476 -1.415
H -2.745 -5.663 -2.954
H -2.160 -4.766 -1.477
H -1.495 -2.428 -2.188
H -2.167 -0.922 -1.419
H -2.169 -2.516 -0.412
H -4.375 -1.316 -0.399
H -6.228 -0.327 -1.350
H -5.128 -0.492 -2.828
H -6.431 -2.485 -3.532
H -7.468 -1.126 -3.261
H -7.884 -1.838 -0.943
H -9.876 -2.833 -1.744
H -9.173 -2.591 -3.403
H -8.094 -6.985 -1.810
H -9.174 -7.436 -3.305
H -9.740 -7.740 -1.550
H -10.212 -4.392 -0.362
H -10.936 -6.065 -0.337
H -9.132 -5.888 -0.065
H -6.310 -4.344 -2.069
H -7.214 -4.370 -0.485
H -4.770 -3.873 -0.249
O 0.188 0.619 -0.593
P 1.007 1.907 -0.813
N 1.170 1.638 -2.500
C 2.328 1.873 -3.337
C -0.033 1.983 -3.253
N 2.350 1.299 0.093
C 3.220 0.281 -0.474
C 1.974 0.882 1.449
N 1.887 3.454 -1.009
C 3.306 3.657 -0.735
C 1.128 4.533 -0.352
H 2.487 2.937 -3.555
H 2.213 1.361 -4.298
H 3.244 1.467 -2.917
H -0.115 3.068 -3.398
H -0.935 1.648 -2.730
H -0.048 1.496 -4.233
H 2.657 -0.531 -0.948
H 3.867 -0.166 0.287
H 3.909 0.714 -1.197
H 1.505 -0.109 1.459
H 1.265 1.591 1.891
H 2.850 0.854 2.105
H 3.553 3.554 0.324
H 3.601 4.663 -1.050
H 3.935 2.981 -1.314
H 1.175 4.445 0.738
H 0.074 4.490 -0.651
H 1.499 5.520 -0.644
O 6.133 0.754 3.615
P 6.235 2.289 3.533
N 7.235 2.256 2.139
C 8.369 3.100 1.828
C 6.491 1.995 0.911
N 7.144 2.381 5.005
C 8.545 1.974 5.035
C 6.461 1.743 6.134
N 6.230 4.080 3.464
C 7.073 4.958 4.267
C 4.842 4.566 3.553
H 8.075 4.110 1.515
H 8.953 2.666 1.009
H 9.072 3.186 2.652
H 5.971 2.898 0.565
H 5.738 1.216 1.065
H 7.143 1.634 0.109
H 8.708 1.019 4.523
H 8.909 1.864 6.061
H 9.190 2.734 4.597
H 6.574 0.652 6.121
H 5.389 1.966 6.117
H 6.851 2.116 7.086
H 6.838 4.915 5.333
H 6.941 5.993 3.937
H 8.133 4.745 4.128
H 4.437 4.431 4.561
H 4.204 4.013 2.853
H 4.770 5.623 3.280
*
```

Properties
Gap between HOMO and LUMO, eV: 6.39
Highest occupied orbital energy, eV: -9.23
Total energy, Ha: -2442.41910
Max |F|, eV Å⁻¹: 7.982

Here are the Löwdin charges for atoms 1 to 2, given in e: C -0.01; C -0.38

ORCA calculation (ωB97M-V with the def2-TZVPD basis set) on a 7-piece molecular cluster, C23H59O9PS overall in a non-equilibrium geometry.

```
! wB97M-V def2-TZVPD RIJCOSX def2/J DEFGRID3
* xyz 0 1
C -4.946 -2.802 7.791
C -3.315 -2.854 7.566
C -2.819 -2.027 6.199
C -3.035 -3.126 4.956
O -3.550 -0.768 5.994
C -2.898 0.109 5.010
O -3.344 1.396 4.973
O -1.866 -0.273 4.035
P -0.711 0.999 3.752
S -0.086 1.905 5.367
H -5.481 -3.679 7.183
H -5.439 -1.769 7.509
H -5.148 -3.053 8.937
H -3.061 -3.995 7.323
H -2.684 -2.585 8.516
H -1.661 -1.820 6.385
H -1.963 -3.520 4.703
H -3.409 -2.461 4.041
H -3.812 -3.950 5.248
H -1.191 1.914 2.718
H 0.473 0.358 3.163
C 0.608 -3.087 1.664
C -0.771 -3.185 1.031
C -0.876 -2.309 -0.207
O -1.756 -2.782 1.979
H 0.821 -2.060 1.982
H 0.665 -3.713 2.561
H 1.387 -3.405 0.964
H -0.980 -4.226 0.764
H -0.715 -1.254 0.044
H -1.877 -2.380 -0.645
H -0.141 -2.604 -0.963
H -1.578 -1.858 2.222
C 3.489 -1.418 -2.107
C 2.100 -0.923 -2.480
C 2.170 0.328 -3.342
O 1.366 -0.637 -1.292
H 4.032 -0.662 -1.529
H 3.423 -2.311 -1.477
H 4.074 -1.661 -3.000
H 1.561 -1.710 -3.017
H 2.667 1.145 -2.807
H 1.164 0.680 -3.592
H 2.716 0.137 -4.271
H 1.838 0.061 -0.808
C -5.181 0.469 -2.908
C -4.001 -0.490 -2.913
C -2.680 0.257 -2.820
O -4.024 -1.260 -4.112
H -5.138 1.148 -3.767
H -6.125 -0.081 -2.988
H -5.201 1.066 -1.991
H -4.090 -1.187 -2.073
H -2.548 0.929 -3.675
H -1.839 -0.445 -2.837
H -2.625 0.847 -1.900
H -3.946 -0.649 -4.863
C 4.461 -0.640 -7.194
C 5.140 0.583 -6.596
C 6.329 1.022 -7.435
O 5.579 0.280 -5.275
H 5.151 -1.489 -7.236
H 3.614 -0.951 -6.573
H 4.097 -0.434 -8.205
H 4.419 1.404 -6.522
H 7.086 0.230 -7.486
H 6.815 1.895 -6.987
H 6.022 1.277 -8.454
H 6.220 -0.448 -5.331
C 6.706 1.816 -2.681
C 8.223 1.790 -2.772
C 8.833 3.067 -2.217
O 8.612 1.634 -4.134
H 6.292 2.646 -3.265
H 6.280 0.896 -3.096
H 6.374 1.919 -1.643
H 8.610 0.927 -2.220
H 8.495 3.942 -2.784
H 9.925 3.040 -2.300
H 8.565 3.208 -1.165
H 8.272 2.397 -4.632
C -7.464 2.568 3.915
C -6.785 3.791 4.512
C -5.595 4.229 3.673
O -6.345 3.488 5.834
H -6.773 1.718 3.872
H -8.310 2.257 4.535
H -7.827 2.774 2.903
H -7.506 4.612 4.586
H -4.839 3.438 3.622
H -5.109 5.103 4.122
H -5.903 4.485 2.654
H -5.705 2.760 5.777
*
```

Properties
Gap between HOMO and LUMO, eV: 9.12
Highest occupied orbital energy, eV: -9.23
Total energy, Ha: -2328.26961
Max |F|, eV Å⁻¹: 8.928
SMILES: CC[C@@H](C)OC(=O)O[PH2]=S.CC(C)O.CC(C)O.CC(C)O.CC(C)O.CC(C)O.CC(C)O

Here are the Löwdin charges for atoms 1 to 2, given in e: C -0.13; C -0.20

ORCA calculation (ωB97M-V with the def2-TZVPD basis set) on C23H60LiN5O10 as an isolated structure.

```
! wB97M-V def2-TZVPD RIJCOSX def2/J DEFGRID3
* xyz 0 1
Li 2.534 -30.232 -15.562
N 1.103 -27.749 -14.090
O 1.150 -27.829 -12.858
O 1.444 -28.731 -14.788
O 0.695 -26.717 -14.652
C -1.246 -26.946 -10.554
C -0.319 -25.753 -10.638
C -0.592 -24.739 -9.561
O 1.049 -26.139 -10.507
H -1.325 -27.313 -9.522
H -0.951 -27.765 -11.206
H -2.272 -26.641 -10.792
H -0.474 -25.289 -11.623
H 0.171 -23.958 -9.593
H -0.524 -25.177 -8.561
H -1.581 -24.288 -9.654
H 1.203 -26.796 -11.197
C 0.319 -27.188 -18.375
C 1.637 -26.450 -18.282
C 1.449 -25.017 -17.839
O 2.662 -24.322 -18.043
C 2.571 -22.969 -17.661
N 2.537 -27.199 -17.384
H -0.428 -26.690 -18.997
H -0.139 -27.371 -17.402
H 0.496 -28.160 -18.848
H 2.097 -26.451 -19.273
H 1.144 -24.961 -16.783
H 0.636 -24.548 -18.421
H 2.189 -22.855 -16.640
H 1.936 -22.402 -18.355
H 3.570 -22.533 -17.712
H 3.286 -26.554 -17.123
H 2.054 -27.354 -16.497
C -4.350 -27.221 -14.613
C -2.866 -27.420 -14.416
C -2.448 -28.855 -14.260
O -2.982 -29.361 -13.050
C -2.625 -30.699 -12.849
N -2.114 -26.878 -15.571
H -4.575 -26.155 -14.558
H -4.898 -27.700 -13.798
H -4.669 -27.656 -15.559
H -2.527 -26.926 -13.491
H -1.349 -28.919 -14.197
H -2.778 -29.474 -15.110
H -3.185 -31.084 -12.001
H -1.550 -30.798 -12.627
H -2.846 -31.299 -13.745
H -2.337 -25.888 -15.642
H -1.121 -26.893 -15.327
C 4.386 -27.339 -12.204
O 4.840 -26.388 -13.147
C 3.783 -25.905 -13.949
C 4.281 -24.741 -14.750
N 4.631 -23.631 -13.878
C 5.450 -22.626 -14.571
C 5.856 -21.565 -13.592
O 6.650 -22.169 -12.596
C 7.356 -21.221 -11.825
H 3.865 -28.172 -12.700
H 3.677 -26.883 -11.506
H 5.262 -27.704 -11.672
H 2.894 -25.617 -13.375
H 3.469 -26.704 -14.643
H 3.501 -24.446 -15.462
H 5.124 -25.083 -15.382
H 5.234 -24.034 -13.161
H 4.799 -22.171 -15.325
H 6.344 -23.060 -15.041
H 4.955 -21.137 -13.131
H 6.409 -20.758 -14.093
H 6.654 -20.572 -11.282
H 8.011 -20.606 -12.451
H 7.951 -21.759 -11.091
C -0.622 -31.141 -16.408
O 0.625 -31.283 -15.754
C 0.681 -32.457 -14.962
C 1.789 -32.304 -13.938
N 3.041 -31.868 -14.595
C 4.063 -31.381 -13.671
C 5.143 -30.619 -14.424
O 4.562 -29.772 -15.395
C 5.382 -28.656 -15.710
H -0.758 -31.929 -17.158
H -0.654 -30.159 -16.874
H -1.448 -31.194 -15.690
H 0.808 -33.341 -15.599
H -0.261 -32.549 -14.409
H 1.951 -33.253 -13.411
H 1.499 -31.559 -13.197
H 3.415 -32.675 -15.084
H 4.556 -32.202 -13.135
H 3.596 -30.715 -12.945
H 5.857 -31.301 -14.908
H 5.728 -30.057 -13.687
H 6.339 -28.983 -16.130
H 5.587 -28.049 -14.822
H 4.845 -28.033 -16.419
*
```

Properties
Gap between HOMO and LUMO, eV: 8.49
Highest occupied orbital energy, eV: -8.65
Total energy, Ha: -1945.91147
Max |F|, eV Å⁻¹: 0.984
Energy relative to the best compared isomer or geometry (same formula, charge and spin), kJ/mol: 0.0

Here are the Löwdin charges for atoms 1 to 2, given in e: Li 0.65; N -0.57

ORCA calculation (ωB97M-V with the def2-TZVPD basis set) on a 11-piece molecular cluster, C23H61FIN15O26P3 overall in a non-equilibrium geometry.

```
! wB97M-V def2-TZVPD RIJCOSX def2/J DEFGRID3
* xyz 1 1
C 2.901 5.041 -0.469
C 3.356 3.572 -0.570
P 2.111 2.537 0.300
C 2.523 2.276 2.063
C 2.491 3.682 2.702
N 1.812 1.013 -0.574
C 0.555 0.631 -0.872
N -0.468 1.364 -1.211
F -0.288 2.689 -1.388
C -1.845 0.946 -1.437
C -2.353 1.185 -2.859
C -2.651 2.667 -3.172
I -4.172 0.034 -2.943
N 0.376 -0.800 -0.818
P 0.529 -1.442 -2.430
N 1.279 -2.781 -2.588
O -0.939 -1.531 -3.016
O 1.215 -0.265 -3.235
C 1.459 -1.166 0.103
P 0.770 -1.063 1.804
O 0.019 -2.311 1.985
O -0.205 0.170 1.967
O 1.877 -0.888 2.914
C 2.587 -0.265 -0.364
C 3.876 -0.278 0.425
C 4.987 0.679 -0.064
O 6.233 0.172 0.376
C 5.009 0.885 -1.595
N 5.735 -0.117 -2.367
H 1.819 5.095 -0.556
H 3.196 5.479 0.476
H 3.324 5.628 -1.278
H 4.359 3.517 -0.155
H 3.342 3.294 -1.619
H 1.755 1.679 2.537
H 3.517 1.883 2.258
H 1.703 4.306 2.297
H 3.456 4.154 2.537
H 2.412 3.561 3.776
H -1.996 -0.072 -1.105
H -2.457 1.569 -0.785
H -1.676 0.757 -3.587
H -2.062 2.946 -4.040
H -3.682 2.767 -3.479
H -2.451 3.305 -2.328
H 1.567 -3.165 -1.695
H -1.581 -1.738 -2.321
H 1.556 -0.641 -4.065
H 1.835 -2.184 0.073
H -1.098 -0.200 1.882
H 2.435 -1.681 2.895
H 2.885 -0.606 -1.355
H 4.266 -1.291 0.314
H 3.748 -0.133 1.493
H 4.895 1.613 0.478
H 6.311 -0.757 0.140
H 4.016 1.016 -2.024
H 5.532 1.823 -1.761
H 5.602 -1.056 -2.014
H 6.720 0.103 -2.351
C -2.436 7.226 -1.227
N -3.431 6.557 -2.110
O -4.143 7.256 -2.789
O -3.460 5.338 -2.087
H -2.531 8.297 -1.356
H -2.658 6.932 -0.206
H -1.452 6.879 -1.525
C -1.587 -0.892 -6.139
N -2.738 -0.340 -6.903
O -3.211 -1.028 -7.778
O -3.123 0.770 -6.589
H -1.354 -1.877 -6.524
H -0.752 -0.210 -6.278
H -1.884 -0.938 -5.094
C 3.314 -2.220 6.012
N 4.687 -1.840 5.583
O 4.796 -1.125 4.602
O 5.611 -2.266 6.237
H 2.607 -1.758 5.334
H 3.247 -3.303 5.976
H 3.170 -1.861 7.026
C 3.394 -3.944 -4.975
N 4.794 -3.546 -5.297
O 4.970 -2.773 -6.216
O 5.671 -4.025 -4.606
H 2.727 -3.441 -5.664
H 3.324 -5.014 -5.082
H 3.205 -3.638 -3.951
C -6.381 -1.216 0.992
N -5.093 -0.515 1.247
O -4.634 0.170 0.355
O -4.577 -0.666 2.338
H -6.704 -0.977 -0.013
H -6.201 -2.280 1.107
H -7.093 -0.857 1.731
C -2.554 -3.854 2.057
N -3.648 -4.580 1.360
O -3.913 -5.704 1.718
O -4.204 -3.980 0.455
H -2.143 -4.497 2.825
H -1.805 -3.609 1.315
H -2.982 -2.953 2.486
C -5.856 0.486 5.590
N -7.015 1.048 4.845
O -7.545 0.347 4.005
O -7.357 2.176 5.126
H -5.673 -0.519 5.228
H -5.006 1.134 5.401
H -6.117 0.487 6.643
C -1.018 -5.794 -5.334
N 0.372 -5.403 -5.695
O 0.524 -4.633 -6.621
O 1.267 -5.885 -5.030
H -1.701 -5.292 -6.007
H -1.088 -6.873 -5.435
H -1.180 -5.491 -4.304
C 8.461 -1.940 4.990
N 9.647 -1.096 5.307
O 10.078 -0.374 4.432
O 10.097 -1.188 6.429
H 8.174 -1.750 3.963
H 8.754 -2.976 5.133
H 7.672 -1.664 5.673
C -10.287 2.637 4.223
N -11.695 3.101 4.378
O -12.150 3.160 5.500
O -12.290 3.389 3.360
H -9.886 2.418 5.203
H -10.304 1.749 3.599
H -9.731 3.435 3.744
*
```

Properties
Gap between HOMO and LUMO, eV: 8.54
Highest occupied orbital energy, eV: -11.75
Total energy, Ha: -5111.03161
Max |F|, eV Å⁻¹: 2.602
Energy relative to the best compared isomer or geometry (same formula, charge and spin), kJ/mol: 0.0

Here are the Löwdin charges for atoms 1 to 2, given in e: C -0.15; C -0.38

Among the records above, which one has the highest highest occupied orbital energy? C23H60LiN5O10